No. 1
{
  "formula": "C18H40F8N4O13PS2",
  "method": "ωB97M-V with the def2-TZVPD basis set",
  "homo_lumo_gap_ha": 0.27429,
  "e_tot_ev": -104580.57967,
  "e_lumo_ev": -4.19,
  "max_force_ev_per_a": 4.916,
  "charge": 1,
  "symbols": ["C", "C", "C", "N", "N", "C", "S", "O", "O", "F", "C", "N", "C", "O", "N", "P", "O", "O", "S", "C", "C", "F", "F", "C", "F", "F", "C", "F", "F", "F", "H", "H", "H", "H", "H", "H", "H", "H", "C", "O", "H", "H", "H", "H", "C", "O", "H", "H", "H", "H", "C", "O", "H", "H", "H", "H", "C", "O", "H", "H", "H", "H", "C", "O", "H", "H", "H", "H", "C", "O", "H", "H", "H", "H", "C", "O", "H", "H", "H", "H", "C", "O", "H", "H", "H", "H"],
  "xyz": [[0.831, -5.353, 1.971], [1.007, -4.266, 0.935], [0.571, -4.574, -0.488], [1.530, -3.159, 1.320], [1.481, -2.140, 0.343], [2.647, -1.920, -0.380], [4.180, -2.772, -0.205], [4.158, -4.005, -0.895], [5.227, -1.882, -0.539], [4.260, -3.056, 1.315], [2.310, -0.903, -1.250], [3.234, -0.438, -2.182], [4.008, 0.437, -1.760], [4.561, 1.409, -1.544], [0.999, -0.538, -1.052], [0.205, 0.721, -2.006], [-0.434, 0.084, -3.345], [-1.001, 1.357, -1.181], [1.405, 2.112, -2.535], [0.513, -1.335, -0.016], [-0.882, -1.283, 0.617], [-1.108, -0.061, 1.131], [-0.903, -2.124, 1.669], [-2.059, -1.742, -0.331], [-2.245, -3.061, -0.075], [-1.749, -1.650, -1.634], [-3.430, -1.073, 0.007], [-3.637, -1.094, 1.323], [-3.449, 0.166, -0.485], [-4.427, -1.754, -0.556], [-0.026, -5.951, 1.645], [0.697, -4.940, 2.969], [1.710, -6.006, 1.883], [-0.121, -3.848, -0.916], [0.040, -5.531, -0.470], [1.450, -4.746, -1.124], [-0.258, -0.872, -3.351], [-1.741, 1.580, -1.769], [-5.006, -1.514, 4.717], [-3.726, -0.906, 4.888], [-5.505, -1.544, 5.681], [-5.609, -0.925, 4.020], [-4.890, -2.533, 4.338], [-3.298, -0.884, 4.029], [1.646, 4.897, -5.843], [2.355, 4.304, -4.755], [0.766, 5.398, -5.447], [2.282, 5.628, -6.347], [1.332, 4.127, -6.554], [3.129, 3.868, -5.122], [-6.551, 1.858, 2.714], [-7.629, 1.086, 3.228], [-6.805, 2.909, 2.821], [-5.633, 1.653, 3.275], [-6.391, 1.634, 1.655], [-7.392, 0.160, 3.129], [2.358, -4.602, 5.555], [2.336, -3.708, 4.440], [2.755, -5.556, 5.218], [2.998, -4.208, 6.346], [1.347, -4.752, 5.944], [1.984, -2.870, 4.753], [0.877, 0.601, -6.438], [1.006, -0.613, -5.698], [0.914, 1.431, -5.735], [1.698, 0.698, -7.152], [-0.077, 0.623, -6.970], [0.974, -1.341, -6.326], [2.492, 8.523, -6.137], [3.234, 7.883, -7.171], [2.831, 8.134, -5.180], [2.655, 9.603, -6.161], [1.426, 8.310, -6.255], [2.926, 8.235, -8.010], [7.023, 2.676, 0.789], [7.026, 1.410, 1.446], [7.189, 3.450, 1.533], [7.823, 2.718, 0.045], [6.058, 2.846, 0.304], [6.881, 0.736, 0.777], [-6.747, 1.071, 6.941], [-6.561, -0.234, 7.485], [-7.767, 1.151, 6.576], [-6.580, 1.829, 7.710], [-6.055, 1.231, 6.109], [-5.655, -0.283, 7.801]],
  "forces_ev_per_a": [[0.19, 0.21, -0.97], [-0.29, -0.24, -0.22], [-0.09, -0.75, 0.45], [-1.18, 0.32, 0.58], [1.42, -1.48, 0.16], [-1.93, 1.06, 0.25], [1.64, -0.49, -0.77], [-1.01, -0.37, 0.41], [-0.38, 0.79, 0.45], [-0.43, 0.30, -0.42], [2.45, -0.86, -0.37], [-0.53, 0.09, 0.90], [-1.42, 0.60, -1.20], [1.11, -0.07, 0.40], [-1.15, -0.70, 0.80], [0.77, 3.98, -2.77], [0.24, -1.03, 2.10], [0.14, -1.63, 0.34], [0.08, -0.51, 0.53], [-0.10, 0.36, -0.70], [0.06, -0.02, 0.53], [0.10, 0.02, -0.53], [0.18, 0.06, -0.23], [-0.53, -1.06, 0.82], [0.14, 0.20, -0.18], [0.01, 0.48, 0.17], [-0.47, -0.01, -0.58], [0.33, 0.32, -0.20], [-0.04, -0.06, 0.46], [0.45, 0.03, -0.09], [0.08, 0.09, 0.31], [0.31, -0.11, -0.09], [-0.11, 0.05, 0.38], [0.30, 0.07, -0.06], [0.03, 0.23, -0.07], [-0.11, 0.38, 0.09], [-0.26, 0.04, -0.82], [-0.03, -0.08, 0.10], [0.31, -0.02, -0.19], [-0.07, 0.01, 0.10], [0.01, 0.08, -0.01], [-0.13, -0.09, 0.04], [-0.17, -0.01, -0.01], [0.04, 0.04, 0.03], [0.36, -0.12, -0.03], [-0.16, -0.06, 0.08], [0.03, -0.05, 0.09], [-0.15, 0.04, -0.12], [-0.10, 0.11, -0.08], [0.04, 0.06, 0.04], [-0.05, -0.35, 0.06], [0.06, 0.14, -0.04], [-0.05, -0.02, 0.02], [0.07, 0.12, -0.06], [0.09, 0.13, -0.02], [-0.13, -0.03, 0.06], [-0.07, 0.27, 0.00], [-0.07, -0.16, -0.04], [0.02, 0.04, -0.06], [-0.01, -0.13, 0.06], [0.05, -0.09, 0.09], [0.06, 0.04, -0.05], [-0.02, -0.16, -0.05], [-0.03, -0.15, 0.13], [0.02, -0.07, 0.06], [-0.04, 0.11, -0.02], [0.03, 0.12, -0.03], [0.06, 0.01, -0.01], [-0.03, 0.03, -0.35], [0.02, -0.08, 0.15], [0.05, -0.05, -0.05], [-0.07, 0.01, 0.12], [-0.04, 0.09, 0.17], [0.06, -0.02, -0.02], [-0.04, -0.33, -0.11], [-0.08, 0.10, 0.08], [0.01, -0.07, 0.06], [-0.03, 0.16, -0.03], [0.06, 0.18, -0.04], [0.07, -0.05, 0.03], [0.26, -0.14, 0.11], [-0.07, -0.02, -0.06], [0.01, -0.09, 0.00], [-0.04, 0.10, -0.10], [-0.08, 0.16, -0.04], [-0.03, -0.03, 0.08]],
  "mulliken_charge": [-1.135, 0.839, -1.273, -1.723, 0.915, 0.033, 1.282, -0.548, -0.569, -0.156, 0.227, -0.527, 0.594, -0.306, 0.177, 0.698, -0.474, -0.412, -0.308, 0.432, 1.055, -0.279, -0.295, 0.591, -0.285, -0.181, 0.517, -0.188, -0.201, -0.259, 0.488, 0.262, 0.279, 0.176, 0.476, 0.318, 0.356, 0.345, -0.271, -0.522, 0.263, -0.089, 0.318, 0.292, -0.479, -0.462, 0.239, 0.188, 0.242, 0.269, -0.510, -0.488, 0.268, 0.226, 0.227, 0.280, -0.658, -0.417, 0.227, 0.299, 0.295, 0.270, -0.441, -0.456, 0.032, 0.319, 0.324, 0.262, -0.565, -0.521, 0.220, 0.303, 0.263, 0.300, -0.429, -0.493, 0.264, 0.242, 0.146, 0.280, -0.431, -0.517, 0.218, 0.288, 0.149, 0.294]
}

***

No. 2
{
  "formula": "C18H40NO9S3V",
  "method": "ωB97M-V with the def2-TZVPD basis set",
  "relative_energy_ev": 0.0000,
  "s2": 0.758,
  "homo_lumo_gap_ha": [0.17075, 0.19375],
  "e_tot_ev": -97421.21108,
  "e_lumo_ev": [1.94, 1.92],
  "max_force_ev_per_a": 5.631,
  "multiplicity": 2,
  "charge": -1,
  "symbols": ["O", "V", "O", "C", "C", "C", "C", "C", "C", "N", "O", "C", "C", "C", "H", "H", "H", "H", "H", "H", "H", "H", "H", "H", "H", "H", "H", "H", "H", "H", "H", "H", "C", "C", "O", "C", "O", "O", "H", "H", "H", "H", "C", "S", "O", "C", "H", "H", "H", "H", "H", "H", "C", "S", "O", "C", "H", "H", "H", "H", "H", "H", "C", "S", "O", "C", "H", "H", "H", "H", "H", "H"],
  "xyz": [[5.228, -12.507, -15.454], [4.662, -11.721, -14.189], [3.154, -11.197, -14.516], [3.740, -15.350, -11.721], [2.803, -14.415, -12.637], [1.452, -15.118, -12.666], [0.700, -14.955, -11.393], [0.556, -13.395, -11.079], [2.022, -12.717, -10.880], [2.778, -12.996, -12.146], [4.074, -12.325, -12.028], [2.572, -13.231, -9.509], [1.734, -11.115, -10.737], [3.279, -14.516, -14.117], [4.094, -14.985, -10.757], [4.700, -15.702, -12.099], [3.276, -16.286, -11.413], [1.517, -16.187, -12.867], [0.814, -14.553, -13.344], [1.157, -15.490, -10.560], [-0.292, -15.399, -11.477], [0.100, -13.361, -10.089], [-0.098, -12.936, -11.821], [2.405, -14.285, -9.285], [2.087, -12.648, -8.726], [3.657, -13.145, -9.563], [1.630, -10.601, -11.693], [2.621, -10.656, -10.299], [0.939, -11.062, -9.994], [3.012, -15.473, -14.566], [4.325, -14.308, -14.341], [2.748, -13.839, -14.786], [0.097, -11.493, -15.612], [-0.185, -11.771, -14.141], [-0.984, -12.919, -14.216], [-1.256, -13.361, -15.546], [-2.007, -14.308, -15.927], [-0.445, -12.636, -16.300], [1.182, -11.585, -15.672], [-0.236, -10.536, -16.013], [-0.825, -10.922, -13.899], [0.701, -11.917, -13.523], [7.913, -13.897, -16.871], [8.156, -14.898, -15.316], [9.672, -15.218, -15.201], [7.617, -16.459, -16.005], [8.659, -14.167, -17.619], [7.956, -12.879, -16.485], [6.956, -14.108, -17.347], [7.916, -16.679, -17.029], [6.532, -16.455, -15.894], [7.927, -17.342, -15.447], [4.188, -8.165, -12.359], [5.348, -8.280, -13.756], [5.260, -9.660, -14.412], [4.382, -7.381, -14.975], [3.466, -7.364, -12.521], [4.641, -7.888, -11.407], [3.583, -9.067, -12.268], [4.501, -6.302, -14.881], [3.335, -7.667, -14.877], [4.869, -7.694, -15.898], [9.286, -12.036, -12.319], [7.734, -11.064, -12.454], [6.841, -11.931, -13.239], [7.216, -11.287, -10.614], [10.012, -11.442, -11.764], [9.521, -12.156, -13.377], [9.333, -13.052, -11.927], [8.143, -11.243, -10.042], [6.704, -12.240, -10.482], [6.540, -10.477, -10.342]],
  "forces_ev_per_a": [[1.78, -1.52, -1.83], [-2.09, 1.09, 2.02], [-1.10, 0.39, 0.06], [0.48, -0.30, 0.38], [2.42, -1.06, 0.55], [-0.83, 1.29, 0.63], [-0.61, 1.55, 1.05], [1.79, -1.63, 0.91], [-2.18, -0.04, -1.47], [-0.44, 0.72, 0.81], [-0.41, -1.13, -1.17], [0.27, 0.16, -1.05], [1.59, -2.18, 0.24], [-0.07, 0.45, -0.18], [-0.46, 0.92, -0.05], [0.00, 0.32, -0.98], [-0.59, -0.16, -0.28], [0.33, 0.21, -0.65], [0.10, -0.50, -0.85], [0.27, 0.17, 0.18], [-0.23, 0.08, -0.12], [-0.38, 0.39, 0.04], [0.28, 0.14, 0.08], [-0.37, -0.05, -0.31], [0.39, 0.11, 0.21], [0.06, 0.55, 0.40], [-0.66, -0.36, -0.05], [0.17, -0.06, 0.20], [-0.35, 0.48, -0.39], [0.21, -0.51, 0.46], [0.04, -0.18, 0.46], [-0.23, 0.49, 0.40], [2.38, -1.05, 0.19], [-1.01, 1.23, -1.45], [-2.38, -2.62, -0.69], [-0.70, -1.95, 0.78], [3.12, 4.20, 2.07], [-0.89, 0.24, -1.42], [0.17, 0.41, -0.64], [-0.37, -0.35, -0.07], [0.07, -0.11, 1.26], [0.02, 0.02, -0.10], [-0.09, -0.48, 0.74], [2.63, -1.30, -1.35], [-1.64, 1.28, 0.16], [-1.43, -0.78, 0.08], [0.47, 0.09, 0.45], [-0.06, 0.04, -0.52], [-0.29, 0.20, 0.60], [0.04, 0.65, -0.09], [-0.26, -0.03, -0.46], [0.43, 0.51, 0.57], [-0.76, 0.39, 0.23], [-0.50, -1.10, -0.57], [1.02, 1.23, 1.35], [0.32, 0.47, 0.15], [0.05, 0.13, -0.43], [0.52, -0.46, -0.16], [0.35, -0.41, -0.14], [-0.02, 0.04, 0.22], [0.17, -0.22, -0.30], [-0.44, -0.08, -0.09], [0.07, 0.41, -0.53], [0.12, -1.34, 2.57], [-0.44, -0.10, -0.56], [0.44, 0.46, -1.15], [0.15, 0.18, -0.33], [0.53, 0.25, 0.00], [-0.99, 0.07, 0.33], [-0.10, 0.08, 0.12], [0.06, -0.02, -0.39], [0.06, -0.04, -0.07]],
  "mulliken_charge": [-0.838, 1.366, -0.585, -1.902, 2.245, -1.094, -0.824, -1.090, 1.055, 0.679, -0.506, -1.801, -1.530, -2.176, 0.330, 0.419, 0.313, 0.556, -0.063, 0.327, 0.466, 0.506, 0.293, 0.338, 0.452, 0.299, 0.099, 0.310, 0.484, 0.433, 0.367, 0.242, -0.181, 0.698, -0.413, 0.724, -0.634, -0.385, 0.067, 0.279, 0.262, -0.497, -0.909, 0.724, -0.748, -1.034, 0.446, 0.191, 0.334, 0.307, 0.322, 0.328, -0.643, 0.380, -0.449, -1.008, 0.444, 0.384, -0.112, 0.396, 0.225, 0.355, -1.106, 0.390, -0.386, -0.865, 0.414, 0.336, 0.317, 0.438, 0.160, 0.278]
}

***

No. 3
{
  "formula": "C18H40P2ReSi",
  "method": "ωB97M-V with the def2-TZVPD basis set",
  "relative_energy_ev": 2.6284,
  "s2": 3.800,
  "homo_lumo_gap_ha": [0.23984, 0.19437],
  "e_tot_ev": -47877.18441,
  "e_lumo_ev": [-6.81, -8.07],
  "max_force_ev_per_a": 3.092,
  "multiplicity": 4,
  "charge": 2,
  "symbols": ["P", "P", "C", "C", "H", "H", "H", "H", "C", "H", "H", "H", "C", "H", "H", "H", "C", "H", "H", "H", "C", "H", "H", "H", "Re", "C", "C", "C", "C", "C", "C", "C", "C", "C", "H", "H", "H", "H", "H", "H", "H", "H", "H", "H", "H", "H", "H", "H", "H", "C", "Si", "C", "C", "H", "H", "H", "H", "H", "H", "H", "H", "H"],
  "xyz": [[-0.405, 3.005, -0.674], [-1.994, -0.618, -1.745], [-1.482, 2.384, -2.135], [-2.541, 1.286, -1.964], [-0.800, 2.113, -2.964], [-2.014, 3.316, -2.356], [-3.162, 1.526, -1.083], [-3.162, 1.287, -2.874], [-1.717, -1.039, -3.479], [-1.349, -2.067, -3.483], [-0.957, -0.425, -3.978], [-2.627, -1.008, -4.105], [-3.676, -1.215, -1.354], [-4.371, -1.141, -2.208], [-4.104, -0.637, -0.520], [-3.632, -2.271, -1.058], [0.625, 4.161, -1.606], [1.406, 4.616, -0.978], [-0.019, 4.965, -1.997], [1.116, 3.667, -2.472], [-1.578, 4.037, 0.225], [-2.456, 3.438, 0.528], [-1.916, 4.877, -0.398], [-1.074, 4.427, 1.117], [0.935, -0.483, 1.495], [-0.799, -1.526, -0.451], [0.660, -1.116, -0.672], [0.916, 0.159, -1.475], [1.781, 1.126, -0.655], [1.149, 1.613, 0.639], [-0.125, 1.454, 1.303], [-1.323, 0.674, 0.771], [-1.309, -0.845, 0.911], [2.228, 0.133, 3.009], [-0.839, -2.625, -0.265], [1.389, -1.902, -0.962], [-0.019, 0.626, -1.843], [1.439, -0.047, -2.431], [2.705, 0.585, -0.344], [2.134, 1.984, -1.259], [1.796, 2.305, 1.187], [-0.252, 2.131, 2.156], [-1.398, 0.990, -0.309], [-2.280, 1.092, 1.170], [-0.893, -1.215, 1.937], [-2.379, -1.151, 0.939], [1.918, -0.358, 3.950], [2.033, 1.220, 3.025], [3.292, -0.091, 2.776], [3.850, -2.682, 1.807], [1.929, -2.637, 1.861], [1.495, -4.132, 0.759], [1.322, -3.063, 3.635], [4.213, -2.571, 0.776], [4.265, -3.624, 2.181], [4.321, -1.877, 2.382], [1.846, -5.085, 1.168], [0.414, -4.232, 0.622], [1.934, -4.050, -0.243], [1.684, -4.043, 3.970], [1.633, -2.322, 4.383], [0.224, -3.096, 3.663]],
  "forces_ev_per_a": [[-0.96, 0.84, -2.12], [-2.06, 0.32, -1.12], [0.51, -0.25, 0.15], [0.73, -0.22, 0.85], [-0.33, 0.49, 0.32], [0.00, -0.12, -0.40], [0.02, -0.32, -0.52], [0.15, -0.42, 0.30], [0.58, -0.74, -0.38], [0.01, -0.06, -0.24], [-0.09, -0.03, 0.35], [0.20, 0.12, 0.66], [-0.09, -0.43, 0.30], [0.50, 0.15, 0.24], [0.16, -0.21, -0.25], [-0.05, 0.19, -0.05], [0.53, 0.39, -0.48], [-0.28, -0.16, -0.16], [0.22, -0.17, 0.09], [-0.30, 0.22, 0.60], [-0.28, 0.00, 0.40], [0.39, 0.31, 0.00], [0.10, -0.23, 0.15], [-0.27, 0.01, -0.10], [0.77, 0.89, 0.25], [1.21, 1.30, 1.10], [0.95, 0.35, 0.93], [0.47, -0.05, -0.73], [0.13, 0.27, -0.55], [0.10, -0.68, 0.30], [-0.23, -0.77, 0.98], [-1.16, 2.19, -0.82], [-1.93, -0.31, -1.04], [0.97, -0.02, -1.05], [-0.70, 0.61, -1.02], [-0.99, 0.29, 0.12], [0.41, -0.04, 0.48], [-0.02, -0.09, 0.49], [-0.38, 0.28, -0.35], [-0.08, -0.34, 0.21], [-0.04, -0.22, -0.15], [-0.20, -0.42, -0.24], [0.15, -0.92, 1.49], [0.79, -0.30, 0.20], [-0.53, -0.09, -1.17], [0.81, -0.06, 0.68], [0.11, 0.19, -0.45], [0.39, -0.35, 0.42], [-0.56, 0.44, 0.61], [-0.17, 0.64, -0.10], [1.17, -2.65, 1.09], [-0.39, 0.34, -0.25], [0.03, 0.04, -0.12], [-0.12, -0.04, 0.09], [-0.32, 0.00, 0.01], [-0.07, -0.17, -0.01], [0.04, 0.24, 0.16], [-0.06, -0.14, 0.01], [0.01, 0.05, 0.11], [-0.04, 0.15, -0.12], [0.00, -0.25, -0.18], [0.12, -0.07, 0.02]],
  "nbo_charge": [1.296, 1.432, -0.741, -0.627, 0.249, 0.270, 0.238, 0.279, -0.994, 0.278, 0.274, 0.292, -0.982, 0.289, 0.261, 0.274, -1.002, 0.278, 0.267, 0.267, -1.003, 0.254, 0.270, 0.275, 0.684, -0.414, -0.447, -0.444, -0.459, -0.245, -0.410, -0.541, -0.511, -0.936, 0.311, 0.269, 0.182, 0.251, 0.261, 0.239, 0.263, 0.274, 0.268, 0.260, 0.294, 0.295, 0.266, 0.219, 0.273, -1.078, 1.230, -1.096, -1.088, 0.234, 0.261, 0.229, 0.267, 0.206, 0.231, 0.260, 0.230, 0.220]
}